[1]
11
Properties=species:S:1:pos:R:3:forces:R:3 method="wB97M-V/def2-TZVPD" energy_ev=-9796.7370 charge=-1 de_lowest_ev=3.056 smiles="C=C/C=N/C(=O)[O-]" orbital_gap_ev=8.1 e_lumo_ev=4.0
O -2.762144 0.626590 -1.118088 0.0 -0.4 0.1
O -2.512940 -0.290625 0.977836 -0.4 0.1 -1.2
N -0.674403 0.268970 -0.153910 -4.1 0.0 -1.4
C 0.094931 -0.632263 -0.484800 -1.3 -4.1 -3.6
C 1.478316 -0.322627 -0.252349 2.1 2.0 2.8
C -2.161525 0.148389 -0.152438 0.7 0.1 1.6
C 1.437199 0.671562 0.691616 5.0 -1.0 0.1
H 0.449192 0.992183 0.943641 0.3 0.7 0.8
H 2.459947 -0.779393 -0.545776 -1.5 0.2 0.0
H -0.228376 -1.703649 -1.074953 0.7 2.7 1.7
H 2.419808 1.020864 1.169216 -1.5 -0.2 -0.8



[2]
14
Properties=species:S:1:pos:R:3:forces:R:3 method="wB97M-V/def2-TZVPD" energy_ev=-11032.9649 charge=+1 de_lowest_ev=5.672 orbital_gap_ev=7.6 e_lumo_ev=-3.8
Rb -0.685950 -2.935240 0.599662 0.0 0.4 0.1
O -1.687729 1.386271 2.551988 -0.4 0.0 0.2
O 0.346285 1.584468 1.687420 0.7 0.7 0.1
O 6.864172 0.990424 -1.070735 0.4 0.5 0.0
C 5.023928 -0.672441 -0.743053 0.7 0.6 -0.1
C -1.686971 2.739156 3.048919 0.1 0.4 0.1
C -0.703193 0.851026 1.900346 -0.2 -1.0 -0.3
C 5.932973 0.120938 -0.852182 -1.4 -1.5 0.1
H 7.679456 0.792242 -0.588150 -0.2 -0.1 0.0
H -1.598723 3.450918 2.217378 0.0 -0.1 0.2
H 4.253590 -1.419984 -0.695350 0.4 0.4 0.0
H -2.653288 2.871674 3.541835 0.3 0.0 -0.1
H 0.384391 2.493467 2.064655 -0.3 -0.4 -0.1
H -0.879688 2.876830 3.780650 -0.2 0.0 -0.2